No. 1
{
  "formula": "C17H68N34O17",
  "method": "ωB97M-V/def2-TZVPD",
  "charge": 0,
  "homo_energy_ev": -9.12,
  "multiplicity": 1,
  "total_energy_ev": -104222.87999,
  "relative_energy_kj_mol": 202.66,
  "species": ["O", "O", "O", "O", "O", "O", "O", "O", "O", "O", "O", "O", "O", "O", "O", "O", "O", "N", "N", "N", "N", "N", "N", "N", "N", "N", "N", "N", "N", "N", "N", "N", "N", "N", "N", "N", "N", "N", "N", "N", "N", "N", "N", "N", "N", "N", "N", "N", "N", "N", "N", "C", "C", "C", "C", "C", "C", "C", "C", "C", "C", "C", "C", "C", "C", "C", "C", "C", "H", "H", "H", "H", "H", "H", "H", "H", "H", "H", "H", "H", "H", "H", "H", "H", "H", "H", "H", "H", "H", "H", "H", "H", "H", "H", "H", "H", "H", "H", "H", "H", "H", "H", "H", "H", "H", "H", "H", "H", "H", "H", "H", "H", "H", "H", "H", "H", "H", "H", "H", "H", "H", "H", "H", "H", "H", "H", "H", "H", "H", "H", "H", "H", "H", "H", "H", "H"],
  "coordinates": [[8.290, 12.692, 13.970], [13.283, 16.509, 18.873], [9.199, 15.451, 16.008], [17.538, 18.143, 15.536], [12.919, 10.077, 10.835], [11.608, 16.210, 12.938], [16.153, 11.715, 14.464], [13.198, 11.049, 18.503], [16.801, 9.656, 10.161], [14.706, 7.507, 14.818], [18.252, 13.288, 18.313], [16.362, 14.565, 12.555], [12.858, 13.711, 15.044], [12.651, 16.267, 9.937], [10.217, 14.362, 20.249], [17.102, 17.907, 19.069], [12.897, 19.589, 16.077], [17.435, 15.755, 19.605], [10.610, 12.136, 20.282], [12.305, 15.633, 16.210], [13.366, 10.961, 16.183], [14.355, 14.695, 16.302], [11.638, 13.539, 18.665], [10.218, 13.928, 13.836], [14.150, 14.445, 12.139], [10.961, 18.048, 14.220], [15.429, 16.033, 11.081], [12.467, 16.216, 20.935], [16.572, 11.819, 17.617], [12.253, 11.956, 11.921], [16.434, 7.996, 8.595], [18.452, 16.522, 17.738], [16.389, 16.680, 14.252], [17.694, 13.313, 16.143], [8.579, 15.438, 18.265], [11.333, 9.884, 12.550], [16.433, 9.867, 13.041], [10.502, 15.514, 10.377], [14.549, 19.064, 17.480], [10.122, 11.990, 15.080], [7.258, 14.556, 16.570], [18.660, 16.520, 14.530], [14.944, 9.707, 8.921], [14.324, 9.331, 17.568], [14.966, 20.056, 15.333], [15.824, 11.850, 12.233], [14.403, 7.424, 12.599], [12.207, 18.340, 12.282], [11.479, 15.201, 8.310], [14.540, 17.105, 20.598], [15.200, 5.527, 13.687], [14.065, 19.538, 16.329], [17.540, 17.182, 14.806], [12.212, 10.622, 11.754], [16.196, 11.171, 13.324], [8.424, 15.128, 16.884], [14.746, 6.823, 13.808], [13.403, 16.622, 20.068], [17.624, 16.810, 18.835], [16.142, 9.190, 9.232], [11.624, 17.493, 13.170], [15.346, 14.999, 11.935], [9.475, 12.888, 14.340], [17.570, 12.740, 17.407], [13.549, 10.491, 17.475], [10.794, 13.362, 19.782], [13.091, 14.635, 15.839], [11.585, 15.689, 9.604], [9.284, 11.389, 15.333], [15.042, 14.138, 15.769], [14.731, 15.612, 16.636], [15.872, 7.729, 7.762], [11.597, 15.851, 20.616], [10.062, 14.632, 10.089], [12.142, 12.554, 12.921], [18.406, 17.023, 16.835], [11.250, 18.925, 14.635], [10.797, 14.445, 8.025], [9.355, 16.000, 18.492], [12.257, 19.315, 12.545], [6.565, 14.824, 17.288], [16.348, 16.376, 10.769], [11.172, 8.998, 12.120], [12.241, 15.504, 7.673], [14.096, 8.367, 12.762], [17.348, 7.782, 8.281], [14.483, 4.867, 13.447], [13.099, 11.936, 16.062], [10.589, 10.203, 13.111], [12.793, 17.984, 11.513], [10.125, 11.899, 21.117], [16.503, 15.810, 20.032], [16.812, 9.299, 13.786], [14.633, 16.075, 10.472], [14.566, 7.128, 11.675], [14.113, 13.952, 13.015], [14.563, 17.329, 21.588], [16.135, 11.455, 11.416], [13.085, 12.354, 11.487], [15.539, 17.080, 14.676], [18.522, 15.732, 13.887], [16.747, 11.240, 18.414], [15.590, 5.241, 14.613], [14.413, 10.155, 9.611], [14.431, 9.249, 8.228], [17.811, 14.814, 19.374], [10.374, 17.398, 14.729], [7.029, 14.643, 15.596], [15.556, 18.760, 17.603], [12.663, 16.120, 21.928], [11.108, 14.265, 14.141], [10.753, 15.627, 11.391], [16.484, 11.198, 16.777], [10.888, 12.189, 15.739], [9.622, 14.644, 13.392], [8.265, 14.847, 19.059], [14.521, 20.178, 14.432], [12.165, 12.711, 18.406], [11.335, 15.420, 16.074], [16.404, 9.578, 12.096], [16.293, 15.862, 13.680], [14.110, 8.910, 18.481], [19.519, 17.006, 14.730], [14.045, 10.636, 15.534], [16.064, 12.853, 12.355], [12.551, 16.189, 17.015], [15.246, 17.485, 19.956], [14.178, 8.532, 16.953], [18.155, 14.212, 16.203], [18.874, 15.611, 17.662], [12.152, 14.396, 18.591], [11.338, 11.378, 20.045], [15.840, 19.608, 15.483], [17.219, 12.948, 15.326], [13.302, 14.922, 11.901], [13.771, 18.654, 18.003]],
  "forces_ev_per_a": [[1.52, 0.33, 0.74], [-0.64, -0.12, -2.63], [1.30, 0.59, -0.03], [-0.14, 1.79, 1.11], [-1.80, 0.71, 2.27], [-0.09, 3.24, 0.72], [0.46, -1.36, -1.01], [-0.71, 0.24, -0.08], [0.47, -0.31, -0.53], [0.24, -0.67, 0.42], [-1.00, -1.44, -0.62], [-0.67, 0.38, -0.63], [-1.52, -0.54, -0.31], [-1.40, -0.33, -0.18], [0.25, -0.68, 0.22], [-0.22, -0.34, -0.64], [-3.06, -0.04, -0.09], [-1.13, -1.92, 1.84], [2.58, -3.57, -1.24], [-1.20, -0.14, -0.09], [-0.47, -0.17, 1.78], [2.48, 1.10, 0.50], [-1.09, -1.82, 1.12], [-2.12, 0.44, -1.16], [-0.37, -0.43, 0.37], [0.12, -0.66, -0.65], [0.48, 0.08, -0.41], [-0.15, 0.07, 1.62], [0.86, -1.25, -1.86], [0.75, 3.35, 3.29], [-0.93, -0.70, -1.94], [-0.01, 0.92, -0.45], [-0.88, 1.61, 1.47], [-0.12, -0.83, 1.42], [-1.22, -1.06, -1.11], [2.08, -0.43, -1.90], [0.36, 0.45, 2.51], [0.15, -0.97, 1.01], [1.28, -0.78, 0.67], [-1.36, -2.55, 1.64], [-1.72, -0.21, 1.64], [0.49, -1.63, -0.99], [1.10, -0.10, -1.03], [-0.76, -1.34, 1.19], [-1.26, -0.70, 2.59], [-0.37, 2.71, 1.49], [-0.47, 0.08, 2.41], [0.55, 0.02, 0.17], [-0.07, -0.56, -0.71], [0.90, 0.48, 0.58], [0.94, -0.90, 2.08], [2.16, 1.44, -2.77], [-1.99, -0.75, -0.96], [0.16, -1.22, -0.71], [-0.90, -0.17, 1.16], [0.45, 1.04, 1.98], [-0.34, 1.93, -2.10], [0.52, -0.22, 1.29], [1.14, 0.59, -2.46], [-0.36, -0.09, 1.31], [-0.30, -2.75, -0.94], [1.83, -0.02, 0.38], [-0.54, 2.23, -2.53], [0.84, 3.16, 0.04], [0.79, 0.09, -1.36], [0.51, 3.03, -0.75], [2.31, 0.08, -0.59], [2.15, 0.43, -1.33], [2.12, 0.31, 0.56], [-0.65, 0.36, 0.60], [-0.62, -1.36, -0.18], [-0.03, 0.65, 1.20], [-0.58, -0.48, -0.37], [-0.33, 0.71, 0.78], [-0.30, -2.80, -3.26], [-0.13, 0.25, 1.61], [0.04, -0.24, 0.09], [1.35, 1.68, 0.48], [1.03, 0.25, 0.14], [0.06, -0.19, -0.30], [0.09, -0.61, -1.19], [-0.96, -0.57, 0.38], [-0.06, -0.53, 0.05], [-1.07, -0.78, 0.83], [-0.11, 0.20, -0.47], [1.43, 0.24, 0.68], [-0.24, -0.14, -0.49], [0.24, -0.13, 0.00], [-0.51, 1.18, 0.56], [-0.68, 0.05, 0.80], [-0.54, 0.80, 0.37], [0.93, -0.43, 0.27], [-0.24, -0.13, -0.35], [-0.30, 0.67, -0.58], [0.34, -0.66, -0.72], [-0.20, -0.32, 0.28], [0.27, 0.10, -0.55], [0.74, -0.99, -2.54], [-0.25, -0.25, -0.13], [0.78, -0.35, -0.58], [0.98, 0.61, 0.38], [0.01, -0.02, 0.59], [-0.45, 0.26, -1.09], [-0.86, 0.90, 1.34], [-0.97, -0.59, -0.97], [-0.60, 0.90, -0.11], [0.32, 0.21, 0.24], [-0.25, -0.27, -0.18], [-1.71, 0.49, 0.08], [-0.09, 0.15, -0.63], [0.37, -0.26, 0.52], [-0.40, -0.13, -0.76], [-0.40, 0.88, 0.81], [-0.86, 0.01, -0.65], [0.75, -0.70, 0.53], [0.39, 0.48, -1.34], [0.50, -0.37, 0.29], [0.29, 0.05, 0.08], [-0.83, 0.42, 0.04], [0.33, -0.52, -0.90], [0.51, -0.43, -0.02], [0.52, 0.66, -0.14], [0.13, -0.38, -0.33], [0.43, -0.18, -0.66], [-0.35, -0.61, -0.26], [0.08, 0.01, 0.16], [-0.18, 0.04, 0.54], [0.09, 0.80, -0.95], [-0.12, -0.39, -0.50], [-0.28, -0.15, 0.43], [-0.11, 0.50, 0.24], [-1.55, 1.84, 0.15], [1.27, -0.06, -1.05], [-0.08, 0.10, -0.03], [-0.36, 0.60, -0.19], [1.01, -0.17, 0.13]]
}

---

No. 2
{
  "formula": "C17H8CeClF6IN2O5S4",
  "method": "ωB97M-V/def2-TZVPD",
  "s2": 0.751,
  "charge": -1,
  "homo_energy_ev": [-4.23, -4.25],
  "multiplicity": 2,
  "total_energy_ev": -124179.55626,
  "species": ["Ce", "I", "Cl", "S", "S", "S", "S", "F", "F", "F", "F", "F", "F", "O", "O", "O", "O", "O", "N", "N", "C", "C", "C", "C", "C", "C", "C", "C", "C", "C", "C", "C", "C", "C", "C", "C", "C", "H", "H", "H", "H", "H", "H", "H", "H"],
  "coordinates": [[0.003, 0.197, 0.318], [4.407, 1.476, -2.588], [2.099, -1.927, -6.525], [2.369, 1.236, 2.100], [-0.793, -2.236, 1.369], [-2.735, 0.215, -0.113], [0.848, 3.239, 0.754], [1.145, 3.252, -1.884], [0.508, 5.096, -0.956], [-0.005, 1.396, 3.045], [1.401, 2.741, 4.012], [1.472, 0.614, 4.431], [2.576, 4.443, -0.780], [1.693, 0.535, -1.180], [0.547, 4.314, 1.640], [3.699, 1.152, 2.596], [-0.281, 2.342, 0.412], [1.758, -0.015, 1.617], [2.165, 2.458, 1.135], [-0.184, -1.199, -1.938], [-3.358, -1.284, 0.615], [-5.364, -2.609, 1.090], [-1.131, -2.032, -2.271], [0.877, -1.531, -4.089], [1.317, 4.043, -0.851], [-3.206, -3.431, 1.718], [0.817, -0.932, -2.819], [2.881, 0.211, -3.215], [1.981, -1.220, -4.926], [-0.169, -2.420, -4.427], [-4.579, -3.603, 1.666], [2.958, -0.384, -4.496], [-1.161, -2.669, -3.527], [1.249, 1.531, 3.515], [1.821, -0.011, -2.357], [-2.563, -2.290, 1.208], [-4.752, -1.477, 0.578], [3.800, -0.170, -5.140], [-5.030, -4.502, 2.073], [-0.166, -2.898, -5.399], [-2.582, -4.196, 2.168], [-1.897, -2.210, -1.528], [-5.353, -0.695, 0.126], [-1.970, -3.349, -3.756], [-6.443, -2.714, 1.040]],
  "forces_ev_per_a": [[-2.47, -4.07, -2.50], [0.01, 0.03, 0.02], [-0.04, 0.04, 0.15], [0.34, -0.06, 0.17], [-0.44, -0.14, 0.22], [-0.46, -0.21, 0.33], [-0.07, -0.05, 0.30], [-0.03, -0.08, -0.14], [0.12, 0.04, -0.22], [-0.15, 0.14, 0.29], [-0.04, 0.12, 0.29], [-0.06, -0.09, 0.38], [0.02, 0.16, -0.13], [0.40, -0.16, -0.81], [-0.05, -0.10, -0.04], [-0.10, 0.14, -0.25], [0.26, 3.92, 0.20], [2.62, 0.38, 1.75], [-0.31, -0.23, 0.05], [0.36, 0.34, -0.08], [-0.20, -0.02, -0.10], [0.08, 0.03, 0.00], [-0.14, -0.16, -0.04], [-0.04, -0.14, -0.18], [-0.02, -0.03, 0.39], [0.05, 0.04, -0.03], [-0.12, -0.14, 0.02], [0.08, 0.02, -0.23], [-0.20, -0.15, -0.07], [0.11, 0.04, -0.10], [0.02, 0.07, -0.04], [0.15, 0.20, 0.21], [-0.11, -0.05, 0.06], [0.12, 0.01, -0.26], [0.13, 0.20, 0.27], [-0.04, -0.15, 0.08], [0.12, 0.01, -0.01], [0.01, 0.03, 0.03], [0.03, 0.05, -0.02], [0.01, 0.02, 0.03], [-0.03, 0.04, -0.02], [-0.05, -0.01, 0.01], [0.04, -0.05, 0.02], [0.01, 0.01, 0.00], [0.06, 0.02, -0.01]]
}

---

No. 3
{
  "formula": "C18H10AlClN3O8S",
  "method": "ωB97M-V/def2-TZVPD",
  "charge": -1,
  "homo_energy_ev": -5.73,
  "multiplicity": 1,
  "total_energy_ev": -69643.50186,
  "species": ["Cl", "S", "Al", "O", "O", "O", "O", "O", "O", "O", "O", "N", "N", "N", "C", "C", "C", "C", "C", "C", "C", "C", "C", "C", "C", "C", "C", "C", "C", "C", "C", "C", "H", "H", "H", "H", "H", "H", "H", "H", "H", "H"],
  "coordinates": [[1.500, 4.815, -0.610], [0.319, -1.365, 1.450], [-2.037, -1.268, 1.191], [-3.265, -2.503, 1.576], [-2.449, -0.460, 2.735], [-3.855, -0.633, 4.465], [-4.897, -2.929, 3.038], [-3.012, 4.354, -0.189], [-2.316, -0.016, 0.019], [-3.434, 1.811, -0.547], [-1.228, 5.646, -0.033], [1.031, 2.158, -0.517], [-1.267, -2.606, -0.119], [0.034, 1.279, -0.483], [-0.791, -4.447, -1.533], [-3.960, -2.267, 2.662], [-0.838, 3.354, -0.356], [-1.709, 4.547, -0.182], [-1.667, -3.542, -0.969], [4.957, 0.734, -0.734], [2.623, 0.515, -1.273], [3.389, 2.383, 0.041], [0.546, 3.425, -0.451], [2.359, 1.700, -0.593], [3.921, 0.046, -1.348], [4.681, 1.896, -0.035], [-1.094, 1.951, -0.369], [0.026, -2.517, 0.236], [0.982, -3.380, -0.324], [0.564, -4.355, -1.198], [-2.391, 1.222, -0.290], [-3.421, -1.019, 3.408], [4.126, -0.864, -1.891], [-3.275, 3.395, -0.332], [-2.727, -3.556, -1.169], [5.974, 0.372, -0.795], [1.802, -0.025, -1.717], [-1.139, -5.209, -2.212], [1.272, -5.067, -1.604], [2.011, -3.278, -0.025], [3.184, 3.278, 0.604], [5.473, 2.427, 0.474]],
  "forces_ev_per_a": [[0.27, 0.11, -0.05], [0.07, 0.28, 0.67], [0.62, -0.33, 0.32], [-0.21, -0.27, -0.34], [0.11, 0.42, 0.18], [-0.06, -0.18, -0.10], [0.20, 0.21, 0.06], [-0.41, -0.11, 0.00], [-0.39, 0.40, -0.73], [-0.10, 0.08, 0.08], [-0.17, -0.02, -0.02], [-0.60, 0.73, 0.01], [0.28, 0.15, 0.01], [-0.44, -0.79, 0.06], [-0.02, 0.05, -0.04], [-0.57, -0.44, 0.18], [0.48, -0.16, 0.12], [0.16, 0.07, -0.01], [-0.12, -0.32, -0.27], [0.06, 0.04, -0.02], [-0.12, 0.16, 0.02], [-0.14, -0.01, 0.05], [-0.70, 0.10, -0.04], [0.68, -0.36, -0.06], [0.03, 0.01, 0.03], [0.05, -0.04, -0.01], [0.65, 0.49, -0.11], [0.45, -0.42, -0.26], [-0.07, -0.06, -0.13], [-0.16, 0.11, 0.09], [-0.02, -0.19, 0.09], [-0.03, 0.36, 0.40], [0.00, -0.12, -0.04], [0.28, 0.17, -0.08], [-0.11, -0.08, -0.07], [-0.01, -0.06, -0.01], [-0.07, -0.04, -0.06], [-0.10, 0.00, -0.01], [0.03, 0.03, -0.05], [0.15, -0.02, 0.05], [-0.01, 0.02, 0.07], [0.07, 0.05, 0.02]]
}

---

No. 4
{
  "formula": "C18H10AsCl2F6N4O2Se2Te2Zr",
  "method": "ωB97M-V/def2-TZVPD",
  "s2": 0.769,
  "charge": 0,
  "homo_energy_ev": [-7.94, -8.19],
  "multiplicity": 2,
  "total_energy_ev": -277639.33172,
  "relative_energy_kj_mol": 189.39,
  "species": ["Te", "Te", "Zr", "Se", "Se", "As", "Cl", "Cl", "F", "F", "F", "F", "F", "F", "O", "O", "N", "N", "N", "N", "C", "C", "C", "C", "C", "C", "C", "C", "C", "C", "C", "C", "C", "C", "C", "C", "C", "C", "H", "H", "H", "H", "H", "H", "H", "H", "H", "H"],
  "coordinates": [[2.011, 4.852, 1.618], [4.036, 3.121, 1.529], [0.554, 0.956, 0.828], [0.778, 4.060, -0.208], [3.246, 1.712, -0.220], [-0.434, 0.272, 3.412], [1.097, 3.069, -5.803], [3.106, 0.644, -5.699], [1.946, -0.194, 1.618], [1.262, 1.997, 2.432], [-1.493, -0.791, 4.247], [0.902, -0.071, 4.425], [-0.929, 1.665, 4.259], [-0.940, 2.150, 1.418], [1.578, -2.354, -2.137], [-2.303, 2.654, -2.003], [-0.447, 1.536, -1.158], [-1.946, 0.051, 0.363], [0.333, -2.085, 1.086], [1.199, -0.360, -1.042], [-4.704, 0.321, 0.572], [0.321, 1.463, -2.249], [-1.791, 1.879, -1.230], [0.263, 2.276, -3.403], [0.244, -2.811, 2.200], [1.963, -4.309, 1.528], [1.365, -1.729, -1.115], [2.110, 0.122, -3.287], [-2.663, -0.785, 1.105], [1.261, 0.358, -2.187], [1.225, -2.488, 0.178], [-2.606, 1.010, -0.303], [2.046, 0.941, -4.377], [-3.972, 1.180, -0.233], [2.040, -3.595, 0.346], [1.038, -3.911, 2.475], [-4.040, -0.688, 1.245], [1.122, 2.029, -4.433], [0.923, -4.434, 3.415], [2.721, -3.866, -0.448], [-4.428, 1.974, -0.807], [-0.507, -2.517, 2.924], [-4.565, -1.391, 1.875], [-2.112, -1.574, 1.600], [2.802, -0.704, -3.271], [2.610, -5.159, 1.704], [-0.446, 3.087, -3.457], [-5.776, 0.436, 0.669]],
  "forces_ev_per_a": [[0.07, -0.04, -0.13], [-0.07, -0.09, 0.00], [-0.22, -0.38, -0.21], [0.06, 0.27, 0.10], [0.24, 0.39, -0.10], [0.71, 0.55, 0.92], [0.00, -0.04, 0.00], [-0.02, 0.04, 0.02], [-0.12, -0.24, -0.02], [-0.01, 0.06, -0.20], [-0.41, -0.29, 0.09], [-0.09, -0.12, 0.04], [-0.17, -0.08, 0.03], [-0.13, 0.02, -0.14], [0.08, -0.02, -0.04], [-0.02, 0.07, -0.02], [-0.14, 0.18, -0.04], [0.02, 0.12, 0.02], [0.06, -0.14, -0.11], [-0.23, -0.35, -0.08], [-0.03, 0.01, 0.02], [0.27, -0.03, -0.20], [0.11, -0.09, 0.11], [-0.18, -0.12, 0.12], [-0.13, -0.01, 0.01], [0.02, -0.01, 0.01], [0.18, 0.16, 0.13], [-0.11, -0.07, 0.09], [0.07, -0.09, -0.06], [0.03, 0.13, -0.11], [-0.03, 0.13, 0.03], [0.13, 0.00, -0.03], [-0.01, 0.14, -0.12], [-0.08, 0.00, -0.03], [0.02, -0.06, -0.02], [0.01, -0.01, -0.01], [-0.02, 0.00, -0.01], [0.12, -0.07, -0.13], [0.00, 0.00, -0.01], [0.00, 0.00, 0.01], [-0.01, 0.00, 0.01], [0.00, 0.05, 0.00], [0.00, 0.00, 0.00], [0.02, 0.01, 0.02], [0.01, 0.01, 0.01], [-0.02, 0.00, -0.01], [0.02, 0.02, 0.03], [0.00, 0.00, -0.01]]
}